# 1
The following is a quantum chemistry calculation of C25H15Cl3CoFIN2O5 as an isolated structure, from the OMol25 dataset.

Each line ends with the Mulliken spin population.
Cartesian coordinates (Å):
1 Co 0.728 0.391 0.436  1.0302
2 Cl 5.545 0.431 5.876  0.0000
3 C 4.736 0.403 4.343  -0.0001
4 C 3.354 0.481 4.296  -0.0041
5 C 2.735 0.428 3.068  -0.0052
6 Cl 1.019 0.541 2.958  0.0195
7 C 3.416 0.298 1.820  0.0104
8 O 2.833 0.215 0.704  0.0070
9 C 4.834 0.248 1.966  -0.0026
10 Cl 5.772 0.117 0.522  0.0000
11 C 5.482 0.292 3.181  0.0004
12 H 2.767 0.581 5.195  0.0007
13 H 6.558 0.234 3.228  -0.0001
14 O 0.584 0.099 -6.717  -0.0001
15 C 0.620 1.134 -6.043  -0.0002
16 O 0.629 2.315 -6.395  -0.0001
17 C 0.666 0.897 -4.491  -0.0025
18 C 0.741 -0.392 -3.982  0.0010
19 C 0.802 -0.578 -2.614  0.0039
20 N 0.774 0.427 -1.745  0.0266
21 C 0.697 1.670 -2.221  0.0029
22 C 0.645 1.942 -3.582  0.0021
23 C 0.637 2.800 -1.173  -0.0024
24 O 0.429 3.942 -1.563  -0.0007
25 O 0.792 2.425 0.022  -0.0092
26 H 0.754 -1.231 -4.662  0.0001
27 H 0.870 -1.573 -2.194  -0.0006
28 H 0.584 2.962 -3.925  0.0001
29 F -5.016 -3.125 0.721  -0.0006
30 C -3.683 -2.786 0.724  -0.0163
31 C -3.121 -2.247 1.870  0.0079
32 C -1.784 -1.926 1.866  -0.0223
33 C -0.970 -2.089 0.721  0.0344
34 C 0.411 -1.695 0.720  -0.0832
35 C -1.599 -2.631 -0.421  -0.0149
36 C -2.931 -2.986 -0.419  0.0074
37 H -3.736 -2.095 2.748  0.0002
38 H -1.347 -1.506 2.759  -0.0009
39 H 0.987 -2.162 -0.080  -0.0008
40 H 0.892 -1.875 1.683  -0.0006
41 H -1.025 -2.767 -1.328  -0.0008
42 H -3.384 -3.426 -1.297  0.0005
43 I -1.176 3.042 2.399  0.0023
44 C -2.192 1.690 1.148  0.0034
45 C -3.570 1.735 1.205  0.0014
46 C -4.298 1.001 0.277  -0.0009
47 C -3.586 0.270 -0.668  0.0013
48 C -2.211 0.279 -0.620  -0.0026
49 N -1.494 0.952 0.293  0.0072
50 H -4.063 2.365 1.929  -0.0001
51 H -5.377 1.032 0.263  -0.0002
52 H -4.092 -0.287 -1.441  0.0000
53 H -1.641 -0.265 -1.354  0.0011

The energy comes out at -4608.4394 a.u. The frontier orbital gap (spin up / spin down) is 6.436 / 6.401 eV. Its expectation value of S² is 0.857. Its charge is -2. As for the spin multiplicity: 2.

# 2
The following is a quantum chemistry calculation of C25H15F3MoNO5Sb as an isolated structure, from the OMol25 dataset.

Each line ends with the natural charge from an NBO analysis.
Cartesian coordinates (Å):
1 Mo -0.045 -1.651 -0.110  1.2761
2 O -1.922 -4.493 5.016  -0.5878
3 C -1.456 -3.889 3.940  0.4061
4 C -0.091 -3.834 3.603  -0.2411
5 C 0.252 -3.169 2.452  0.1121
6 N -0.656 -2.587 1.676  -0.4835
7 C -1.954 -2.644 1.975  0.1025
8 C -2.409 -3.281 3.099  -0.2051
9 C -2.772 -1.950 0.926  0.7626
10 O -3.932 -1.746 0.913  -0.4271
11 O -1.919 -1.554 -0.102  -0.6585
12 C 1.629 -3.000 1.879  0.7610
13 O 2.662 -3.340 2.325  -0.4127
14 O 1.505 -2.334 0.652  -0.6301
15 H -1.233 -4.903 5.558  0.5152
16 H 0.674 -4.300 4.211  0.2728
17 H -3.463 -3.326 3.337  0.2869
18 F 5.679 3.735 0.016  -0.2788
19 C 4.495 3.148 -0.060  0.4585
20 C 3.624 3.537 -1.068  -0.2555
21 C 2.388 2.923 -1.149  -0.2011
22 C 2.051 1.935 -0.222  -0.4157
23 C 2.939 1.557 0.785  -0.1950
24 C 4.177 2.170 0.869  -0.2599
25 Sb 0.202 1.002 -0.368  1.5160
26 C 0.292 -0.269 -2.088  -0.4892
27 C -0.803 -0.668 -2.876  -0.1632
28 C -0.640 -1.594 -3.893  -0.2358
29 C 0.618 -2.140 -4.102  0.4639
30 F 0.774 -3.023 -5.067  -0.2653
31 C 1.721 -1.805 -3.323  -0.2269
32 C 1.554 -0.875 -2.313  -0.2229
33 C -1.399 2.321 -0.342  -0.3227
34 C -1.134 3.682 -0.190  -0.2253
35 C -2.185 4.580 -0.173  -0.2462
36 C -3.476 4.093 -0.306  0.4505
37 F -4.484 4.951 -0.286  -0.2783
38 C -3.758 2.742 -0.450  -0.2477
39 C -2.706 1.846 -0.464  -0.2353
40 H 3.924 4.306 -1.766  0.2635
41 H 1.703 3.220 -1.935  0.2353
42 H 2.679 0.792 1.507  0.2276
43 H 4.892 1.906 1.635  0.2617
44 H -1.782 -0.237 -2.707  0.2511
45 H -1.464 -1.897 -4.524  0.2709
46 H 2.681 -2.258 -3.530  0.2714
47 H 2.416 -0.580 -1.722  0.2582
48 H -0.121 4.050 -0.080  0.2364
49 H -2.023 5.643 -0.056  0.2615
50 H -4.785 2.417 -0.541  0.2599
51 H -2.918 0.789 -0.561  0.2290

The energy comes out at -2000.0953 a.u. The frontier orbital gap (spin up / spin down) is 7.037 / 7.066 eV. Its charge is +2.

# 3
The following is a quantum chemistry calculation of C25H15F5N5PtS as an isolated structure, from the OMol25 dataset.

Each line ends with the Mulliken spin population.
Cartesian coordinates (Å):
1 Pt -0.382 0.892 -1.417  1.6252
2 N 0.116 -2.705 1.072  0.0022
3 C -1.025 -3.190 1.752  0.0005
4 C -0.894 -4.304 2.580  -0.0026
5 C -1.988 -4.793 3.183  0.0033
6 C -3.183 -4.101 3.090  -0.0022
7 C -3.282 -2.935 2.375  0.0041
8 C -2.264 -2.558 1.542  0.0058
9 S -2.429 -1.450 0.191  0.0151
10 N -0.839 -0.757 0.088  0.1106
11 C 0.162 -1.445 0.512  -0.0153
12 C 1.486 -0.831 0.343  -0.0125
13 C 2.694 -1.140 0.933  0.0088
14 C 3.881 -0.482 0.535  -0.0066
15 C 3.823 0.439 -0.442  0.0238
16 C 2.562 0.693 -1.004  -0.0150
17 N 1.458 0.070 -0.641  0.1306
18 H 1.008 -3.063 1.399  0.0013
19 H 0.068 -4.810 2.649  -0.0001
20 H -1.823 -5.701 3.790  0.0002
21 H -4.112 -4.444 3.641  -0.0001
22 H -4.242 -2.386 2.262  0.0000
23 H 2.718 -1.781 1.800  0.0023
24 H 4.832 -0.750 1.029  -0.0002
25 H 4.704 0.993 -0.700  0.0011
26 H 2.459 1.463 -1.774  -0.0070
27 F 1.334 -1.751 -2.727  -0.0009
28 C 0.570 -1.092 -3.625  0.0953
29 C -0.281 -0.074 -3.273  0.1950
30 C -1.045 0.362 -4.363  -0.2166
31 F -1.837 1.417 -4.210  -0.0089
32 C -0.957 -0.094 -5.643  -0.0010
33 F -1.683 0.413 -6.636  0.0010
34 C -0.130 -1.176 -5.932  0.0119
35 F -0.084 -1.674 -7.170  0.0011
36 C 0.694 -1.621 -4.926  0.0032
37 F 1.514 -2.628 -5.096  -0.0002
38 N -2.163 3.245 1.542  0.0018
39 C -1.968 2.373 0.555  0.0149
40 N -0.705 2.311 0.145  0.0297
41 C 0.014 3.189 0.967  0.0059
42 C 1.351 3.554 0.946  -0.0007
43 C 1.731 4.547 1.863  0.0012
44 C 0.797 5.148 2.770  0.0012
45 C -0.541 4.679 2.853  0.0000
46 C -0.888 3.765 1.888  -0.0023
47 H -3.010 3.283 2.073  0.0002
48 H -2.838 1.779 0.142  -0.0035
49 H 2.031 3.242 0.179  -0.0015
50 H 2.751 4.872 1.869  -0.0001
51 H 1.132 5.878 3.481  0.0000
52 H -1.299 5.125 3.536  0.0001

The energy comes out at -2252.0056 a.u. The frontier orbital gap (spin up / spin down) is 7.301 / 6.513 eV. Its expectation value of S² is 2.006. Its charge is +1. As for the spin multiplicity: 3.

# 4
The following is a quantum chemistry calculation of C25H15LuN8O5 as an isolated structure, from the OMol25 dataset.

Each line ends with the natural charge from an NBO analysis.
Cartesian coordinates (Å):
1 Lu -0.300 -0.140 -0.662  2.0661
2 C -0.329 4.428 0.145  0.0338
3 C -0.828 3.138 0.001  0.0554
4 N -0.121 2.078 0.382  -0.5187
5 C 1.081 2.297 0.945  0.0953
6 C 1.548 3.591 1.101  0.0373
7 N 0.860 4.651 0.685  -0.3064
8 C 1.823 1.080 1.417  0.2841
9 C 2.955 1.129 2.205  -0.2332
10 C 3.534 -0.056 2.676  0.0825
11 C 2.890 -1.257 2.349  -0.1743
12 C 1.793 -1.243 1.512  0.1859
13 N 1.293 -0.094 1.043  -0.6138
14 C 1.061 -2.485 1.065  0.1267
15 C 1.548 -3.765 1.265  0.0272
16 N 0.852 -4.850 0.930  -0.3013
17 C -0.334 -4.660 0.372  0.0346
18 C -0.806 -3.382 0.095  0.0533
19 N -0.114 -2.302 0.442  -0.5195
20 C 4.789 -0.044 3.477  -0.0885
21 C 5.381 1.148 3.880  -0.2143
22 C 6.588 1.108 4.561  0.0550
23 N 7.222 -0.021 4.871  -0.3512
24 C 6.640 -1.163 4.509  0.0543
25 C 5.441 -1.224 3.815  -0.2161
26 H -0.897 5.285 -0.193  0.2402
27 H -1.803 2.962 -0.432  0.2399
28 H 2.504 3.797 1.564  0.2157
29 H 3.376 2.084 2.474  0.2387
30 H 3.231 -2.192 2.765  0.2335
31 H 2.527 -3.938 1.693  0.2186
32 H -0.919 -5.536 0.123  0.2401
33 H -1.756 -3.233 -0.403  0.2333
34 H 4.932 2.113 3.694  0.2126
35 H 7.069 2.029 4.871  0.2173
36 H 7.159 -2.073 4.782  0.2170
37 H 5.054 -2.198 3.552  0.2109
38 O 5.926 0.146 -5.346  -0.5240
39 C 5.342 0.874 -6.041  1.0174
40 O 4.678 1.589 -6.662  -0.4773
41 C 3.237 0.494 -4.009  0.5742
42 C 3.832 -0.318 -3.144  -0.3423
43 C 2.945 -0.428 -2.047  0.1235
44 N 1.771 0.194 -2.020  -0.4766
45 C 1.388 0.952 -3.029  0.2160
46 C 2.171 1.203 -4.208  -0.3095
47 C 0.052 1.780 -2.956  0.7672
48 O 0.005 2.821 -3.552  -0.5229
49 O -0.824 1.238 -2.209  -0.7510
50 H 4.792 -0.814 -3.208  0.3508
51 H 3.247 -1.037 -1.203  0.2581
52 H 1.821 1.871 -4.994  0.3757
53 O -0.435 -1.379 -2.302  -0.5222
54 N -1.513 -0.731 -2.264  -0.1291

The energy comes out at -3010.8557 a.u. The frontier orbital gap (spin up / spin down) is 4.150 / 4.180 eV. Its charge is +2.